{
  "formula": "C3H3O2Tm",
  "method": "ωB97M-V with the def2-TZVPD basis set",
  "homo_energy_ev": [-18.16, -18.19],
  "lumo_ev": [-10.178, -11.164],
  "max_force_ev_per_a": 5.56,
  "gap_ev": [7.99, 7.03],
  "spin_multiplicity": 3,
  "charge": 2,
  "species": ["O", "C", "O", "Tm", "C", "C", "H", "H", "H"],
  "positions_angstrom": [[-0.50282, -0.09457, -0.56378], [0.42832, 0.44195, -1.87459], [1.15214, 1.40158, -1.75922], [-1.47616, 1.99374, -2.58852], [-0.04593, -0.08348, 0.72384], [-0.10025, -1.15441, 1.51665], [0.64890, 0.73740, 0.92759], [0.56152, -1.19765, 2.38103], [-0.66572, -2.04455, 1.23700]],
  "lowdin_charge": [-0.15, -0.19, 0.02, 1.79, -0.12, 0.25, 0.15, 0.13, 0.13]
}

=====

{
  "formula": "CH14NO4",
  "method": "ωB97M-V with the def2-TZVPD basis set",
  "homo_energy_ev": -14.05,
  "lumo_ev": -2.907,
  "max_force_ev_per_a": 2.03,
  "gap_ev": 11.14,
  "spin_multiplicity": 1,
  "charge": 1,
  "species": ["C", "N", "H", "H", "H", "H", "H", "H", "H", "H", "O", "H", "H", "O", "H", "H", "O", "H", "H", "O"],
  "positions_angstrom": [[0.37960, -1.45159, 0.16441], [0.22303, 0.02608, 0.28933], [0.53381, -1.72839, -0.87611], [-0.49945, -1.93361, 0.55180], [1.37350, -1.72430, 0.51840], [0.13051, 0.68544, -0.51330], [-0.64335, 0.25785, 0.78726], [1.03835, 0.50999, 0.67264], [0.57865, 4.80202, -2.49999], [1.57849, 5.05122, -1.48468], [1.13821, 4.30277, -1.89527], [-0.70943, -6.13377, 1.10335], [-0.14866, -4.81976, 1.64538], [-0.93456, -5.20850, 1.24446], [-3.23974, 0.72434, 0.76820], [-3.48375, 0.18839, 2.22641], [-2.82098, 0.55019, 1.61553], [1.45919, 2.59726, -1.52373], [2.49579, 1.64309, -1.49900], [1.55079, 1.66130, -1.29507]],
  "lowdin_charge": [0.00, 0.11, 0.10, 0.10, 0.10, 0.14, 0.12, 0.15, 0.07, 0.07, -0.03, 0.04, 0.03, -0.06, 0.04, 0.06, -0.06, 0.00, 0.08, -0.06]
}

=====

Table of ΔE to the lowest compared entry with this formula, charge and spin (kJ/mol), in record order: 145.08, 136.11